Entry 1:
C15H31Cl9N | wB97M-V/def2-TZVPD

Last column: natural (NBO) charge in e.
Atoms and positions in Å:
1 Cl 3.958 2.441 4.711  -0.056
2 Cl 2.271 1.255 1.312  -0.074
3 Cl 3.543 -4.103 0.372  -0.076
4 Cl -5.403 0.964 -0.587  -0.080
5 Cl 1.613 -1.765 2.757  -0.064
6 Cl -9.430 4.154 -1.291  -0.058
7 Cl 5.292 3.019 1.622  -0.067
8 Cl -10.098 1.128 0.142  -0.054
9 Cl 6.783 -3.061 0.532  -0.060
10 N -1.447 -0.513 -2.863  -0.388
11 C -9.042 3.646 0.372  -0.390
12 C 0.021 0.402 -1.048  -0.425
13 C 6.022 3.420 3.198  -0.387
14 C 2.982 -1.363 1.690  -0.390
15 C 4.986 -5.020 -0.129  -0.384
16 C -3.985 0.106 -2.837  -0.463
17 C -4.257 1.424 -1.976  -0.365
18 C -8.690 2.174 0.453  -0.393
19 C 3.463 0.061 1.885  -0.392
20 C 5.681 2.397 4.263  -0.390
21 C -0.726 0.743 -2.446  -0.262
22 C -0.512 -1.619 -2.368  -0.266
23 C -2.796 -0.815 -2.272  -0.243
24 C 0.458 -1.160 -1.146  -0.425
25 C 6.182 -4.724 0.754  -0.391
26 H 0.114 -2.109 -3.195  0.250
27 H -4.821 2.226 -2.569  0.252
28 H -3.077 -1.891 -2.556  0.247
29 H 0.910 1.068 -0.777  0.286
30 H 7.004 -5.396 0.501  0.234
31 H 3.676 0.275 2.934  0.238
32 H 6.251 2.605 5.171  0.232
33 H 5.688 4.419 3.480  0.230
34 H -1.505 -0.691 -3.882  0.452
35 H -0.856 0.394 -0.325  0.214
36 H -1.331 1.676 -2.221  0.249
37 H 4.377 0.224 1.312  0.235
38 H 0.034 1.069 -3.245  0.245
39 H 7.103 3.451 3.047  0.228
40 H -4.936 -0.535 -2.750  0.266
41 H 5.943 -4.860 1.810  0.228
42 H -8.333 1.933 1.456  0.222
43 H -8.190 4.248 0.696  0.221
44 H 5.191 -4.784 -1.175  0.226
45 H 5.921 1.383 3.936  0.218
46 H -3.884 0.320 -3.963  0.234
47 H 4.730 -6.079 -0.063  0.231
48 H 3.786 -2.060 1.929  0.243
49 H -1.086 -2.477 -1.887  0.246
50 H -3.330 1.888 -1.513  0.214
51 H -2.810 -0.759 -1.137  0.252
52 H 0.117 -1.675 -0.184  0.248
53 H -9.893 3.891 1.009  0.229
54 H 2.672 -1.543 0.660  0.206
55 H 1.577 -1.311 -1.335  0.246
56 H -7.909 1.909 -0.262  0.220

E_HOMO   -12.1749 eV
Largest force on an atom   4.07 eV Å⁻¹
Kohn-Sham gap   9.4 eV
Total charge   +1
LUMO level   -2.81 eV
E   -130242.8381 eV

Entry 2:
C15H31ClP2Pd | wB97M-V/def2-TZVPD

Last column: Mulliken spin population.
Atoms and positions in Å:
1 Pd 3.810 -2.969 0.631  0.803
2 Cl 4.403 -2.376 -1.570  0.024
3 P -0.706 0.352 -2.401  0.053
4 P -1.412 0.838 1.726  0.001
5 C -2.660 -0.376 2.196  0.003
6 C -0.028 1.900 -3.063  0.001
7 C 4.221 -2.705 2.456  0.190
8 C 0.658 -0.630 -1.951  0.014
9 C -0.459 -1.474 0.293  -0.048
10 C -0.100 -1.102 1.656  0.080
11 C 0.437 -1.794 -0.943  0.066
12 C 1.182 1.238 -0.270  -0.048
13 C 0.273 0.286 2.009  -0.057
14 C -1.554 2.236 2.869  -0.001
15 C 1.585 0.415 -1.389  0.727
16 C -2.089 0.801 -1.243  -0.002
17 C 1.407 0.922 1.224  0.125
18 C -1.935 1.604 0.119  0.000
19 C -1.493 -0.502 -3.768  0.007
20 H -2.951 1.942 0.379  0.000
21 H -1.351 2.538 -0.045  0.000
22 H 4.450 -3.787 2.411  0.013
23 H 1.535 1.915 1.663  -0.003
24 H 1.359 -2.350 -0.712  -0.002
25 H -0.666 -0.979 -4.336  0.000
26 H 0.441 -1.812 2.224  0.007
27 H -1.995 0.301 -4.316  0.000
28 H -2.682 -0.120 -1.065  0.000
29 H 5.207 -2.214 2.390  -0.014
30 H 0.092 2.673 -2.285  -0.004
31 H -1.057 3.111 2.384  0.000
32 H -2.706 1.444 -1.894  0.002
33 H -1.031 1.928 3.789  0.000
34 H 0.386 0.511 3.090  -0.003
35 H -2.180 -1.257 -3.315  -0.001
36 H 3.628 -2.442 3.332  -0.012
37 H -2.215 -1.062 2.935  0.000
38 H 0.958 -1.129 -2.904  -0.005
39 H -3.467 0.212 2.645  0.000
40 H -2.637 2.356 3.000  0.000
41 H 2.552 0.022 -1.411  0.018
42 H -0.731 2.211 -3.847  0.005
43 H 1.552 2.279 -0.393  0.048
44 H -3.006 -0.965 1.328  0.000
45 H -1.212 -2.282 0.315  0.001
46 H -0.148 -2.545 -1.462  0.009
47 H -1.089 -0.657 -0.117  0.009
48 H 0.108 1.390 -0.330  -0.020
49 H 0.964 1.685 -3.492  0.009
50 H 2.353 0.417 1.458  0.006

E_HOMO (spin up / spin down)   -5.1187 / -5.4457 eV
Largest force on an atom   2.29 eV Å⁻¹
Kohn-Sham gap (spin up / spin down)   4.6 / 4.9 eV
Total charge   0
Spin multiplicity   3
⟨S²⟩   2.0069
LUMO level (spin up / spin down)   -0.52 / -0.53 eV
E   -50628.3383 eV

Entry 3:
C15H31N3O3S | wB97M-V/def2-TZVPD

Last column: natural (NBO) charge in e.
Atoms and positions in Å:
1 S 0.750 -0.862 -1.505  2.401
2 O 1.819 -0.230 -0.896  -0.943
3 O -1.773 3.034 1.344  -0.641
4 O 0.378 -2.163 -0.984  -0.978
5 N 1.607 -0.290 3.194  -0.427
6 N 0.130 1.795 0.857  -0.684
7 N -0.573 -0.025 -1.368  -0.819
8 C 1.410 -1.014 5.309  -0.633
9 C 0.406 -2.529 -5.384  -0.605
10 C 2.054 0.916 2.371  -0.214
11 C 0.047 -1.848 -4.018  -0.395
12 C -3.070 1.419 -0.604  -0.279
13 C 0.847 1.953 2.123  -0.253
14 C 1.566 0.100 4.404  -0.139
15 C 1.049 -1.082 2.362  -0.244
16 C -0.756 1.542 -1.913  -0.200
17 C -0.553 -1.140 2.345  -0.664
18 C -1.463 2.270 -0.902  -0.324
19 C -2.138 -0.556 -1.367  -0.160
20 C 0.980 -1.105 -3.229  -0.676
21 C -2.957 0.147 -0.335  -0.434
22 C -1.086 2.288 0.645  0.676
23 H 2.463 -1.518 5.300  0.172
24 H -3.326 1.710 -1.820  0.161
25 H 0.819 1.158 0.030  0.463
26 H 0.048 -2.986 -3.522  0.211
27 H 1.403 -3.008 -5.491  0.218
28 H 2.835 1.422 3.053  0.196
29 H -0.212 -3.208 -5.953  0.235
30 H -1.016 -1.276 3.373  0.202
31 H 0.776 -1.988 5.065  0.221
32 H 1.405 3.133 2.039  0.185
33 H -2.381 -0.620 -2.327  0.185
34 H 1.382 -2.056 2.724  0.183
35 H 1.883 0.877 4.753  0.204
36 H -0.851 -1.982 1.624  0.229
37 H 0.906 -0.152 -3.617  0.216
38 H 0.122 1.918 3.023  0.242
39 H -0.853 -1.584 -4.009  0.193
40 H 2.172 -1.511 -3.300  0.251
41 H -1.114 1.353 -2.865  0.208
42 H -3.504 2.097 0.088  0.246
43 H 1.509 -0.998 6.343  0.235
44 H -0.949 0.022 2.098  0.189
45 H -1.793 3.137 -1.305  0.228
46 H 0.389 1.662 -1.917  0.209
47 H -1.944 -1.665 -1.252  0.244
48 H 0.562 -1.554 -6.049  0.177
49 H 1.141 -1.359 1.406  0.256
50 H -4.044 -0.275 -0.528  0.216
51 H 2.468 0.685 1.411  0.211
52 H -2.668 0.061 0.446  0.188
53 H 0.324 0.308 4.524  0.063

E_HOMO   -7.1361 eV
Largest force on an atom   19.07 eV Å⁻¹
Kohn-Sham gap   7.5 eV
Total charge   0
Structure (SMILES)   CCCS(=O)(=O)N1CCC[C@@H](C(=O)NCCN(CC)CC)C1
LUMO level   0.37 eV
E   -37488.5575 eV

Entry 4:
C15H31NO2P2Pd | wB97M-V/def2-TZVPD

Last column: Mulliken spin population.
Atoms and positions in Å:
1 Pd -1.183 0.019 -2.222  0.221
2 P 0.044 2.144 -1.864  0.384
3 P 0.372 -2.117 -2.253  0.467
4 O -0.219 2.204 1.106  0.062
5 O -1.921 1.721 -0.139  0.112
6 N -1.224 1.494 0.907  0.047
7 C -1.384 3.042 -2.575  0.014
8 C 1.320 -0.680 -6.869  0.001
9 C 2.122 -2.556 -2.216  0.065
10 C -0.730 -3.389 -2.979  0.055
11 C -1.655 -0.662 -6.888  0.002
12 C 1.031 1.053 -3.020  0.062
13 C 0.260 1.543 -6.004  0.003
14 C -0.027 -1.082 -0.441  0.435
15 C 0.836 0.809 -7.156  -0.001
16 C -0.871 -1.431 -5.900  -0.001
17 C 0.526 -0.351 -3.341  0.014
18 C -0.988 1.411 -5.526  -0.003
19 C -2.032 0.785 -6.416  -0.001
20 C 0.473 -1.487 -5.927  0.001
21 C 1.429 3.298 -1.460  0.041
22 H 0.915 1.724 -3.875  0.007
23 H 2.323 -3.257 -1.391  0.006
24 H 0.951 -0.651 -0.179  -0.008
25 H -2.184 1.356 -7.350  0.000
26 H -1.762 -3.010 -3.118  -0.011
27 H 2.404 2.825 -1.695  0.000
28 H 0.036 -2.189 -0.411  -0.023
29 H 0.920 2.378 -5.733  -0.001
30 H 1.430 3.555 -0.384  0.003
31 H 1.431 -1.153 -7.863  0.000
32 H -2.142 2.346 -2.979  0.005
33 H -1.429 -2.118 -5.273  -0.003
34 H -1.065 -0.621 -7.817  0.000
35 H -2.586 -1.214 -7.083  -0.001
36 H 0.152 0.830 -8.017  0.000
37 H -1.872 3.468 -1.685  0.001
38 H 1.014 -2.313 -5.432  0.000
39 H -0.416 -3.794 -3.971  0.031
40 H -0.690 -0.839 0.407  0.025
41 H -1.085 3.793 -3.307  0.011
42 H 2.759 -1.678 -2.034  -0.008
43 H 2.339 -0.615 -6.449  0.001
44 H 1.302 -0.856 -3.928  -0.020
45 H -0.870 -4.248 -2.291  0.001
46 H 1.752 1.342 -7.457  0.000
47 H -0.339 -0.367 -4.045  -0.016
48 H 2.103 1.006 -2.734  0.001
49 H 1.292 4.196 -2.089  0.005
50 H -1.404 2.049 -4.730  0.000
51 H -2.996 0.738 -5.891  0.000
52 H 2.468 -3.030 -3.148  0.015

E_HOMO (spin up / spin down)   -5.0595 / -6.5794 eV
Largest force on an atom   2.87 eV Å⁻¹
Kohn-Sham gap (spin up / spin down)   5.3 / 5.6 eV
Total charge   0
Spin multiplicity   3
⟨S²⟩   2.0143
LUMO level (spin up / spin down)   0.22 / -0.95 eV
E   -43686.5295 eV

Please write out number 3 again, unchanged.
C15H31N3O3S | wB97M-V/def2-TZVPD

Last column: natural (NBO) charge in e.
Atoms and positions in Å:
1 S 0.750 -0.862 -1.505  2.401
2 O 1.819 -0.230 -0.896  -0.943
3 O -1.773 3.034 1.344  -0.641
4 O 0.378 -2.163 -0.984  -0.978
5 N 1.607 -0.290 3.194  -0.427
6 N 0.130 1.795 0.857  -0.684
7 N -0.573 -0.025 -1.368  -0.819
8 C 1.410 -1.014 5.309  -0.633
9 C 0.406 -2.529 -5.384  -0.605
10 C 2.054 0.916 2.371  -0.214
11 C 0.047 -1.848 -4.018  -0.395
12 C -3.070 1.419 -0.604  -0.279
13 C 0.847 1.953 2.123  -0.253
14 C 1.566 0.100 4.404  -0.139
15 C 1.049 -1.082 2.362  -0.244
16 C -0.756 1.542 -1.913  -0.200
17 C -0.553 -1.140 2.345  -0.664
18 C -1.463 2.270 -0.902  -0.324
19 C -2.138 -0.556 -1.367  -0.160
20 C 0.980 -1.105 -3.229  -0.676
21 C -2.957 0.147 -0.335  -0.434
22 C -1.086 2.288 0.645  0.676
23 H 2.463 -1.518 5.300  0.172
24 H -3.326 1.710 -1.820  0.161
25 H 0.819 1.158 0.030  0.463
26 H 0.048 -2.986 -3.522  0.211
27 H 1.403 -3.008 -5.491  0.218
28 H 2.835 1.422 3.053  0.196
29 H -0.212 -3.208 -5.953  0.235
30 H -1.016 -1.276 3.373  0.202
31 H 0.776 -1.988 5.065  0.221
32 H 1.405 3.133 2.039  0.185
33 H -2.381 -0.620 -2.327  0.185
34 H 1.382 -2.056 2.724  0.183
35 H 1.883 0.877 4.753  0.204
36 H -0.851 -1.982 1.624  0.229
37 H 0.906 -0.152 -3.617  0.216
38 H 0.122 1.918 3.023  0.242
39 H -0.853 -1.584 -4.009  0.193
40 H 2.172 -1.511 -3.300  0.251
41 H -1.114 1.353 -2.865  0.208
42 H -3.504 2.097 0.088  0.246
43 H 1.509 -0.998 6.343  0.235
44 H -0.949 0.022 2.098  0.189
45 H -1.793 3.137 -1.305  0.228
46 H 0.389 1.662 -1.917  0.209
47 H -1.944 -1.665 -1.252  0.244
48 H 0.562 -1.554 -6.049  0.177
49 H 1.141 -1.359 1.406  0.256
50 H -4.044 -0.275 -0.528  0.216
51 H 2.468 0.685 1.411  0.211
52 H -2.668 0.061 0.446  0.188
53 H 0.324 0.308 4.524  0.063

E_HOMO   -7.1361 eV
Largest force on an atom   19.07 eV Å⁻¹
Kohn-Sham gap   7.5 eV
Total charge   0
Structure (SMILES)   CCCS(=O)(=O)N1CCC[C@@H](C(=O)NCCN(CC)CC)C1
LUMO level   0.37 eV
E   -37488.5575 eV